No. 1
{"formula": "C34H42N2O6", "method": "wB97M-V/def2-TZVPD", "relative_energy_kcal_mol": 0.9, "e_tot_ev": -51201.6797, "gap_ha": 0.07837, "spin_multiplicity": 1, "species": ["C", "C", "O", "C", "C", "C", "C", "C", "C", "C", "C", "C", "O", "O", "C", "C", "O", "H", "H", "H", "H", "H", "H", "H", "H", "H", "H", "H", "H", "H", "H", "H", "H", "H", "H", "H", "H", "H", "C", "O", "C", "C", "C", "C", "C", "C", "N", "C", "C", "C", "C", "C", "C", "N", "C", "C", "C", "C", "C", "O", "C", "C", "C", "H", "H", "H", "H", "H", "H", "H", "H", "H", "H", "H", "H", "H", "H", "H", "H", "H", "H", "H", "H", "H"], "xyz": [[-3.768, 0.874, -4.604], [-2.447, 0.186, -4.875], [-2.391, -1.029, -4.173], [-1.246, -1.731, -4.450], [-1.009, -2.945, -3.717], [0.243, -3.737, -4.003], [0.431, -4.019, -5.517], [1.716, -4.816, -5.804], [2.947, -4.096, -5.225], [2.776, -3.869, -3.712], [1.505, -3.051, -3.418], [-1.865, -3.373, -2.642], [-1.563, -4.380, -2.004], [-2.982, -2.622, -2.355], [-3.649, -3.028, -1.181], [-4.930, -2.233, -1.008], [-0.429, -1.349, -5.285], [-3.829, 1.866, -5.051], [-4.593, 0.273, -4.986], [-3.925, 0.973, -3.529], [-2.297, -0.034, -5.942], [-1.591, 0.789, -4.544], [0.135, -4.711, -3.498], [-0.456, -4.534, -5.910], [0.477, -3.061, -6.046], [1.631, -5.816, -5.361], [1.837, -4.979, -6.883], [3.872, -4.650, -5.443], [3.058, -3.123, -5.719], [2.699, -4.840, -3.209], [3.664, -3.384, -3.287], [1.598, -2.051, -3.858], [1.376, -2.894, -2.338], [-3.835, -4.109, -1.245], [-2.958, -2.868, -0.343], [-5.443, -2.442, -0.069], [-4.720, -1.163, -1.045], [-5.622, -2.442, -1.825], [6.287, 0.973, 6.956], [5.528, 1.542, 5.915], [4.277, 0.939, 5.698], [3.492, 1.449, 4.672], [2.252, 0.870, 4.395], [1.807, -0.236, 5.138], [2.579, -0.738, 6.188], [3.788, -0.152, 6.457], [0.565, -0.632, 4.609], [-0.319, -1.639, 5.184], [0.234, 0.200, 3.572], [1.232, 1.165, 3.414], [1.137, 2.312, 2.595], [0.165, 2.458, 1.571], [-0.461, 1.434, 0.855], [-1.438, 1.965, 0.051], [-2.309, 1.198, -0.836], [-1.485, 3.356, 0.247], [-0.478, 3.687, 1.168], [-0.329, 4.996, 1.632], [-1.210, 5.973, 1.190], [-1.171, 7.310, 1.612], [-0.163, 7.593, 2.551], [-2.222, 5.621, 0.271], [-2.359, 4.346, -0.209], [7.231, 1.511, 7.041], [5.749, 1.062, 7.900], [6.500, -0.074, 6.738], [3.853, 2.271, 4.083], [2.226, -1.573, 6.768], [4.380, -0.544, 7.265], [0.167, -2.135, 6.021], [-1.234, -1.167, 5.539], [-0.577, -2.382, 4.432], [-0.711, 0.183, 3.060], [1.740, 3.165, 2.857], [-0.232, 0.386, 0.913], [-3.051, 1.842, -1.304], [-1.721, 0.714, -1.614], [-2.829, 0.431, -0.266], [0.449, 5.218, 2.337], [-0.207, 8.651, 2.811], [-0.319, 6.999, 3.453], [0.814, 7.375, 2.120], [-2.901, 6.396, -0.038], [-3.140, 4.100, -0.903]], "lowdin_charge": [-0.07, -0.28, -0.04, -0.47, -0.08, -0.27, -0.16, -0.21, -0.21, -0.21, -0.16, -0.47, 0.00, -0.05, -0.27, -0.07, 0.00, 0.07, 0.08, 0.05, 0.12, 0.12, 0.14, 0.12, 0.10, 0.10, 0.10, 0.10, 0.11, 0.10, 0.09, 0.11, 0.11, 0.12, 0.11, 0.07, 0.05, 0.08, -0.10, -0.08, -0.22, 0.07, -0.11, -0.15, 0.01, -0.01, -0.05, 0.02, 0.05, -0.13, 0.13, -0.14, 0.04, -0.04, 0.03, -0.14, -0.11, 0.04, -0.22, -0.08, -0.10, 0.01, 0.01, 0.10, 0.09, 0.10, 0.12, 0.11, 0.10, 0.09, 0.10, 0.10, 0.14, 0.13, 0.15, 0.09, 0.11, 0.10, 0.10, 0.10, 0.09, 0.09, 0.12, 0.11]}

=====

No. 2
{"formula": "C2H7N3", "method": "wB97M-V/def2-TZVPD", "smiles": "[H]/N=C(/N)NC", "relative_energy_kcal_mol": 29.5, "e_tot_ev": -6656.6760, "gap_ha": 0.35838, "spin_multiplicity": 1, "species": ["H", "N", "C", "N", "N", "C", "H", "H", "H", "H", "H", "H"], "xyz": [[1.092, -1.232, -1.369], [0.028, -1.169, -1.337], [-0.460, -0.188, -0.619], [-1.667, 0.628, -1.106], [0.265, 0.582, 0.266], [1.159, -0.074, 1.256], [-2.372, 0.884, -0.330], [-2.205, -0.102, -1.625], [-0.236, 1.443, 0.589], [2.202, -0.104, 0.803], [1.196, 0.474, 2.249], [0.997, -1.141, 1.223]], "lowdin_charge": [0.06, 0.06, -0.53, 0.05, -0.06, -0.10, 0.09, 0.07, 0.13, 0.08, 0.10, 0.06]}

=====

No. 3
{"formula": "CH3FOS", "method": "wB97M-V/def2-TZVPD", "relative_energy_kcal_mol": 145.3, "e_tot_ev": -16679.1857, "gap_ha": [0.26854, 0.26866], "spin_multiplicity": 1, "species": ["C", "O", "F", "S", "H", "H", "H"], "xyz": [[-0.973, 0.389, 0.161], [1.810, -1.363, -0.159], [2.904, -0.615, -0.001], [0.200, 0.053, -1.132], [-1.177, 1.495, 0.335], [-0.750, -0.070, 1.101], [-2.013, 0.111, -0.305]], "lowdin_charge": [-0.52, -0.24, -0.17, 0.79, 0.05, 0.03, 0.06]}

=====

No. 4
{"formula": "C7H16N3", "method": "wB97M-V/def2-TZVPD", "smiles": "[H]/N=C1/CC[N@@H+](C(C)(C)C)N1", "relative_energy_kcal_mol": 90.7, "charge": 1, "e_tot_ev": -11979.4632, "gap_ha": 0.38324, "spin_multiplicity": 1, "species": ["H", "N", "C", "C", "C", "N", "C", "C", "C", "C", "N", "H", "H", "H", "H", "H", "H", "H", "H", "H", "H", "H", "H", "H", "H", "H"], "xyz": [[1.931, -2.523, -2.633], [1.021, -2.107, -2.758], [0.585, -1.225, -1.958], [-0.653, -0.457, -2.258], [-0.555, 0.840, -1.345], [0.406, 0.505, -0.325], [-0.086, 0.418, 1.164], [-0.202, 1.865, 1.568], [-1.374, -0.449, 1.180], [1.012, -0.262, 1.992], [0.999, -0.941, -0.725], [-0.731, -0.247, -3.308], [-1.662, -1.087, -2.041], [-0.403, 1.614, -2.088], [-1.467, 0.976, -0.908], [1.209, 1.062, -0.258], [0.810, 2.197, 1.708], [-0.806, 2.554, 0.884], [-0.829, 2.053, 2.494], [-1.241, -1.105, 2.057], [-1.440, -1.168, 0.302], [-2.256, 0.026, 1.201], [0.926, -1.394, 1.811], [2.052, 0.232, 1.913], [0.744, -0.299, 3.071], [2.011, -1.077, -0.741]], "lowdin_charge": [0.06, 0.19, -0.51, -0.06, -0.09, 0.04, -0.51, -0.03, 0.01, -0.05, 0.17, 0.11, 0.18, 0.15, 0.09, 0.15, 0.08, 0.12, 0.13, 0.10, 0.11, 0.05, 0.11, 0.12, 0.11, 0.17]}

=====

No. 5
{"formula": "C5H7NO", "method": "wB97M-V/def2-TZVPD", "smiles": "CC[C@@]1(C#N)CO1", "relative_energy_kcal_mol": 40.8, "e_tot_ev": -8834.4323, "gap_ha": 0.44153, "spin_multiplicity": 1, "species": ["C", "C", "C", "C", "N", "C", "O", "H", "H", "H", "H", "H", "H", "H"], "xyz": [[1.331, -1.134, -0.595], [0.657, -0.417, 0.578], [-0.448, 0.570, 0.226], [-0.103, 1.486, -0.866], [0.170, 2.186, -1.746], [-1.895, 0.445, 0.499], [-1.054, 1.210, 1.340], [0.678, -1.877, -1.062], [2.226, -1.655, -0.237], [1.656, -0.430, -1.369], [0.267, -1.138, 1.304], [1.410, 0.182, 1.105], [-2.585, 1.037, -0.104], [-2.310, -0.466, 0.928]], "lowdin_charge": [-0.09, -0.17, -0.44, -0.13, 0.18, -0.07, 0.00, 0.08, 0.08, 0.07, 0.12, 0.13, 0.12, 0.12]}

=====

No. 6
{"formula": "C8H15N2O2W", "method": "wB97M-V/def2-TZVPD", "charge": 1, "e_tot_ev": -17431.5990, "gap_ha": [0.26241, 0.27006], "spin_multiplicity": 3, "species": ["C", "W", "N", "N", "H", "H", "H", "H", "H", "H", "H", "H", "H", "H", "O", "C", "O", "C", "C", "C", "C", "C", "C", "H", "H", "H", "H", "H"], "xyz": [[3.257, 1.079, -1.789], [-0.882, -0.388, -2.443], [-1.562, -2.310, -1.868], [0.046, -0.348, -4.364], [-2.433, -2.256, -1.335], [3.989, 0.369, -1.516], [2.934, 1.617, -0.885], [2.364, 0.556, -2.190], [3.673, 1.715, -2.575], [-0.543, -0.198, -5.194], [0.584, -1.198, -4.554], [0.746, 0.410, -4.418], [-1.667, -3.037, -2.581], [-0.847, -2.643, -1.227], [0.036, 1.783, -0.182], [-0.512, 0.781, 0.277], [-1.084, -0.201, -0.430], [-0.600, 0.566, 1.780], [-0.798, -0.705, 2.336], [-0.936, -0.854, 3.720], [-0.864, 0.267, 4.558], [-0.628, 1.531, 4.005], [-0.481, 1.676, 2.621], [-0.835, -1.572, 1.668], [-1.111, -1.844, 4.134], [-1.004, 0.148, 5.632], [-0.565, 2.409, 4.648], [-0.273, 2.646, 2.172]], "mulliken_spin": [0.01, 2.07, -0.02, 0.00, 0.01, 0.00, 0.00, 0.00, 0.00, 0.00, 0.01, 0.00, 0.01, 0.01, 0.00, -0.04, -0.06, 0.00, 0.00, 0.00, 0.00, 0.00, 0.00, 0.00, 0.00, 0.00, 0.00, 0.00]}